Record 1
{"formula": "C10H16ClI2NOPTb", "method": "wB97M-V/def2-TZVPD", "homo_ev": [-16.5485, -16.2611], "e_lumo_ev": [-8.23, -11.10], "multiplicity": 7, "e_tot_ev": -74597.5298, "total_charge": 2, "species": ["Tb", "I", "I", "Cl", "P", "O", "N", "C", "C", "C", "C", "C", "C", "C", "C", "C", "C", "H", "H", "H", "H", "H", "H", "H", "H", "H", "H", "H", "H", "H", "H", "H", "H"], "coordinates": [[-0.34465, 0.62114, -0.38424], [2.04525, 1.77091, 0.90423], [-0.80850, -1.74996, -2.08304], [-2.16469, 2.28708, -0.64200], [1.12476, 1.43093, -2.72907], [2.62102, -1.73374, -0.46339], [-0.61386, -0.72556, 1.55254], [0.18818, -1.21945, 2.52060], [-2.53492, -1.45914, 2.79505], [2.68311, 0.74785, -3.40151], [-1.71057, -1.91020, 3.82701], [1.47735, 3.22987, -2.59656], [-0.01135, 1.39307, -4.17260], [-1.95627, -0.88355, 1.66938], [-0.31985, -1.78443, 3.68176], [-2.31466, -2.49714, 5.05617], [1.74327, -0.99954, -0.53221], [-2.54041, -0.52257, 0.81506], [-2.91040, -3.37972, 4.80812], [3.46508, 0.83173, -2.63211], [2.97768, 1.28921, -4.31144], [0.37926, -2.09914, 4.45338], [-1.00516, 1.72751, -3.83549], [1.63434, 3.63791, -3.60540], [2.53511, -0.32049, -3.61883], [-0.10753, 0.35743, -4.52659], [1.26103, -1.11266, 2.34421], [2.35475, 3.37762, -1.95220], [-1.54062, -2.78420, 5.76581], [-2.97899, -1.77208, 5.53483], [-3.62516, -1.52247, 2.82171], [0.38100, 2.05977, -4.95386], [0.61639, 3.71403, -2.10932]], "forces_ev_per_a": [[-1.13, 0.62, 0.67], [0.63, 0.64, 0.25], [-0.45, -0.92, -0.72], [0.47, -0.44, -0.08], [0.82, 1.12, -1.10], [-2.43, 2.17, -0.27], [-0.17, -0.32, -0.14], [-0.23, 0.23, 0.25], [-0.06, 0.43, -1.11], [-0.12, -0.39, 0.52], [0.07, 0.03, 0.20], [-0.27, -0.25, 0.40], [-0.39, -0.36, 0.60], [0.48, -0.11, 0.60], [0.11, 0.22, -0.63], [0.09, -0.07, 0.21], [2.69, -2.66, 0.25], [-0.20, -0.04, 0.39], [0.03, 0.08, 0.01], [-0.10, 0.03, -0.35], [-0.11, -0.17, 0.27], [-0.28, -0.08, -0.11], [0.27, 0.06, -0.29], [0.03, -0.02, 0.40], [0.15, 0.31, -0.10], [0.09, 0.35, -0.12], [-0.30, -0.05, 0.23], [-0.14, 0.08, -0.31], [-0.10, -0.03, 0.03], [0.03, -0.08, -0.05], [0.39, -0.13, 0.22], [-0.15, -0.28, 0.20], [0.27, 0.03, -0.29]]}

Record 2
{"formula": "C5H8OS", "method": "wB97M-V/def2-TZVPD", "homo_ev": [-7.4732, -7.4739], "e_lumo_ev": [0.72, 0.72], "e_tot_ev": -18193.4938, "total_charge": 0, "species": ["S", "O", "C", "C", "C", "C", "C", "H", "H", "H", "H", "H", "H", "H", "H"], "coordinates": [[1.33260, 0.50580, 1.00120], [-2.81442, 0.66669, -0.11604], [0.01341, -0.47305, 0.44648], [-0.15259, -1.92726, 0.62591], [-1.88362, 0.92252, 0.56047], [1.41170, 1.70115, -0.37540], [-0.02611, -1.33170, -0.75686], [-1.10902, -2.31713, 0.93649], [0.88374, -1.49861, -1.31999], [0.69235, -2.47930, 1.01721], [2.45128, 1.82279, -0.66083], [1.00679, 2.65395, -0.05310], [-0.91424, -1.28765, -1.37109], [-1.72436, 1.73845, 1.26575], [0.83246, 1.30336, -1.20019]], "forces_ev_per_a": [[0.24, -0.06, -0.10], [0.44, 0.51, 0.52], [-2.42, 2.37, 0.12], [0.05, -0.12, 0.15], [1.76, -3.18, -1.13], [0.05, -0.25, 0.45], [-0.01, 0.01, -0.17], [-0.16, 0.03, 0.00], [0.10, 0.01, 0.11], [0.07, 0.01, 0.00], [0.04, 0.04, -0.10], [-0.06, 0.12, -0.05], [-0.18, 0.01, 0.02], [0.07, 0.49, 0.34], [0.01, -0.01, -0.14]]}

Record 3
{"formula": "C6H9N3O2S", "method": "wB97M-V/def2-TZVPD", "homo_ev": -7.7074, "e_lumo_ev": 0.51, "e_tot_ev": -25765.7335, "smiles": "O=c1[nH]snc1N1CCOCC1", "total_charge": 0, "species": ["S", "O", "O", "N", "N", "N", "C", "C", "C", "C", "C", "C", "H", "H", "H", "H", "H", "H", "H", "H", "H"], "coordinates": [[3.47996, -1.11038, -0.26902], [-2.34788, -0.46701, -0.63697], [1.75616, 2.23591, 0.09063], [1.92664, -1.27979, 0.44261], [-0.04842, -0.09447, 0.71892], [3.30368, 0.49826, -0.49290], [-1.86891, 0.95013, -0.65055], [-1.47354, -1.61222, -0.61840], [2.01440, 1.06081, -0.10993], [-0.83506, -1.25429, 0.77153], [-0.86927, 1.09190, 0.52828], [1.19928, -0.16503, 0.36343], [-1.57203, 1.19470, 1.47375], [4.11094, 1.22668, -0.55399], [-1.23788, 1.25950, -1.64221], [-1.59071, -1.24881, 1.56399], [-0.04472, -2.00946, 0.96161], [-2.70863, 1.62808, -0.50715], [-2.14711, -2.44100, -0.50615], [-0.31633, 2.05301, 0.50268], [-0.73057, -1.51654, -1.43016]], "forces_ev_per_a": [[-1.22, -1.30, 1.06], [-1.94, 2.42, -1.90], [0.56, -0.87, -0.96], [-0.20, 1.19, -0.97], [-2.92, 2.53, -0.01], [-0.67, 5.16, -0.12], [3.15, -1.88, -1.18], [0.65, 4.14, 2.58], [1.60, -1.24, 1.29], [1.87, -4.49, -0.30], [-2.26, 1.64, 1.91], [4.92, -0.83, -1.32], [1.47, -0.42, -1.48], [-1.98, -2.08, 0.15], [-1.77, -1.05, 1.84], [0.17, 0.17, -0.31], [-0.93, -0.24, 0.56], [-0.12, -0.43, -0.22], [0.13, -0.61, -0.61], [-0.14, -0.96, -0.20], [-0.39, -0.82, 0.20]]}

Record 4
{"formula": "C51H46CoN4O4P", "method": "wB97M-V/def2-TZVPD", "homo_ev": [-6.2681, -8.1523], "e_lumo_ev": [-0.15, -0.74], "multiplicity": 5, "e_tot_ev": -114696.0359, "total_charge": 0, "species": ["Co", "P", "O", "O", "O", "O", "N", "N", "N", "N", "C", "C", "C", "C", "C", "C", "C", "C", "C", "C", "C", "C", "C", "C", "C", "C", "C", "C", "C", "C", "C", "C", "C", "C", "C", "C", "C", "C", "C", "C", "C", "C", "C", "C", "C", "C", "C", "C", "C", "C", "C", "C", "C", "C", "C", "C", "C", "C", "C", "C", "C", "H", "H", "H", "H", "H", "H", "H", "H", "H", "H", "H", "H", "H", "H", "H", "H", "H", "H", "H", "H", "H", "H", "H", "H", "H", "H", "H", "H", "H", "H", "H", "H", "H", "H", "H", "H", "H", "H", "H", "H", "H", "H", "H", "H", "H", "H"], "coordinates": [[-1.75611, 0.07071, 1.16547], [-1.87686, 0.55822, -0.87839], [-2.91228, 1.22244, 2.28555], [-1.80402, 3.97172, 1.92846], [5.38671, 4.43930, -4.11044], [-4.29257, 1.03488, 4.07113], [-0.69052, 2.17792, 1.11628], [4.16002, 5.26607, -5.90197], [4.48947, 2.98862, -5.70301], [-3.05073, -1.49631, 2.03698], [-3.68396, 0.60673, 3.07270], [3.37055, 5.11613, -7.04013], [2.09925, 3.18308, 3.60879], [-3.85663, -0.90413, 2.88948], [-2.52408, 2.22872, -1.23121], [1.40898, 2.96756, 2.24795], [1.63745, -2.49436, 4.03346], [0.97355, -1.52459, 1.42446], [-2.98217, -0.60938, -1.71314], [-2.31351, -4.91285, 0.99430], [-1.56795, 3.08491, 0.85448], [0.45655, 1.37419, -2.27752], [-3.99664, -3.57921, 2.72941], [-2.47407, 3.25107, -0.25005], [2.26568, 1.95132, 1.42833], [-4.02527, -1.29285, -1.03070], [-2.25668, -3.54152, 0.96823], [1.16966, -1.33739, -2.85866], [3.29739, -2.08629, 0.62235], [3.23963, -2.39431, -0.78966], [-3.22839, -5.61746, 1.75401], [-3.30206, 4.32161, -0.28118], [-0.97866, 3.40319, 3.03152], [1.83163, -3.16826, 5.25288], [5.54484, -1.09675, 0.29256], [3.31434, -3.93453, 3.02115], [1.68251, 1.05277, -2.95329], [-2.91624, -0.66770, -3.12515], [-4.85133, -2.89148, 3.64308], [-4.78433, -2.22181, -1.78247], [4.78085, 4.26342, -5.16867], [4.47839, -1.50724, 1.14116], [-0.03694, 2.40820, 2.40875], [-4.55572, -2.41502, -3.12146], [2.03235, -0.31194, -3.19222], [-0.09838, -0.84427, 1.26511], [3.48830, -4.59985, 4.19238], [2.78869, -4.20018, 5.32588], [-0.06355, -1.02694, -2.20640], [-4.08260, -4.96993, 2.52050], [4.23771, -1.91598, -1.61289], [2.35501, -2.86458, 2.87662], [-3.25175, 2.53971, -2.33760], [-4.67561, -1.58015, 3.81592], [-3.53266, -1.70974, -3.79008], [-4.05929, 3.69093, -2.42556], [-4.21076, 4.51014, -1.32227], [-3.08600, -2.83750, 1.91634], [5.36103, -1.26748, -1.08154], [2.18212, -2.14010, 1.64545], [-0.37534, 0.29441, -1.83429], [0.16149, 2.42033, -2.08700], [3.07771, -4.51106, 6.34179], [-1.70924, -5.44433, 0.28696], [0.77776, -1.85777, 3.95156], [3.17625, 6.09341, -7.55077], [-1.56089, -2.96392, 0.35006], [3.31143, 2.23171, 1.42056], [4.21661, -2.28031, -2.63751], [6.15528, -0.90816, -1.78186], [3.73467, 4.35675, -7.78167], [4.57113, -1.57094, 2.23225], [1.93310, 1.85846, 0.41172], [-4.96984, -1.00736, 4.70320], [4.96412, 2.18968, -5.18841], [4.16172, 6.15452, -5.38559], [-4.93520, -5.48500, 2.92215], [-5.68417, -3.47732, 4.08263], [2.99174, -0.53306, -3.65722], [4.05025, -4.21220, 2.28928], [1.48737, 3.95551, 1.66313], [-5.18233, -3.14442, -3.71072], [-3.40446, 1.86746, -3.18334], [2.33157, -3.01100, -1.04792], [-1.71430, 3.06223, 3.74147], [2.38980, 1.89747, -3.10957], [1.48104, -2.38945, -3.09722], [2.41395, 4.67773, -6.75705], [-5.03161, 5.18209, -1.14263], [-5.61445, -2.79949, -1.27193], [1.85299, 4.14561, 4.10288], [3.72257, 2.86126, -6.38592], [-2.21258, -0.04162, -3.64817], [6.44312, -0.62884, 0.73189], [-4.58840, 3.91537, -3.36202], [-0.14480, 1.40060, 2.85860], [3.14500, 3.04777, 3.47441], [1.38058, -2.82798, 6.20772], [-0.45167, 4.24728, 3.50090], [1.74319, 2.42687, 4.34853], [4.33465, -5.33618, 4.25001], [-3.14806, 5.01972, 0.53649], [-3.37545, -1.96482, -4.86069], [-3.21358, -6.69503, 1.77444], [-4.28534, -1.12937, -0.01529], [-0.83309, -1.79054, -2.01322], [2.17144, 0.98246, 1.93189]], "forces_ev_per_a": [[-0.76, -0.40, 2.54], [-0.59, 0.41, -2.30], [0.15, 0.14, -0.36], [1.50, -1.43, -1.05], [-0.42, -0.09, -1.64], [0.91, 0.33, -1.46], [-0.48, 0.72, -2.27], [2.31, 1.03, 2.49], [1.11, -0.40, 0.98], [-0.34, 1.04, -0.61], [-1.56, -0.40, 2.45], [-1.50, -0.59, -1.91], [-1.90, -0.21, 0.88], [1.23, 0.21, 0.64], [0.20, 0.39, 0.40], [0.94, -0.12, -0.94], [-0.49, -1.63, 0.48], [-3.24, 2.53, -0.91], [-1.95, 0.87, -0.46], [0.92, 1.09, -1.39], [0.81, 0.62, 4.23], [0.74, -1.51, -0.15], [-0.35, 0.51, -1.05], [0.94, -1.94, -0.69], [-0.62, 0.11, 1.12], [0.71, -0.51, -2.39], [-0.42, 0.44, 1.21], [-1.13, -0.36, 0.29], [0.53, 0.71, -0.38], [-1.52, 0.10, 2.76], [1.04, -1.46, -0.46], [-0.28, 1.09, 0.31], [-0.79, 2.05, 0.32], [1.01, -0.07, -0.13], [-1.26, -0.26, 0.49], [-0.48, 1.22, -0.60], [-0.84, -0.01, 1.20], [0.71, -1.48, 0.48], [-0.48, -2.19, -0.74], [-1.11, 0.02, 1.50], [-1.40, -0.95, 0.13], [0.50, -0.77, -0.67], [-0.58, 0.20, -0.71], [0.13, -0.99, -1.22], [-0.18, 1.78, -0.02], [4.42, -2.75, 0.84], [1.03, -0.57, 1.18], [-0.35, 0.84, 1.15], [0.88, -0.06, -0.23], [-1.92, 1.09, 1.40], [0.26, -1.26, 0.25], [1.14, -0.84, 1.07], [-1.35, 0.21, -1.60], [0.30, 1.47, 0.74], [-1.46, -0.12, -0.66], [-0.30, 0.19, -0.11], [0.51, -0.50, 0.41], [0.14, -1.28, 0.13], [0.99, 0.56, -0.54], [0.40, -1.12, -1.17], [1.16, 0.75, -1.42], [0.32, -0.66, 0.00], [-0.24, -0.38, -0.68], [0.44, -0.30, -0.11], [0.07, 0.75, -0.14], [0.32, -0.94, 0.42], [-0.28, -0.34, 0.22], [0.23, 0.18, 0.03], [0.17, 0.56, -0.07], [-0.76, -0.42, 0.67], [0.38, 1.03, 0.47], [0.10, 0.73, -0.41], [-0.30, -0.15, -0.46], [-0.69, -0.16, -0.83], [-1.32, 1.52, -1.23], [0.01, -0.70, -0.65], [-0.05, -0.27, 0.69], [0.93, 0.42, 0.32], [-0.25, 0.08, 0.11], [-0.30, 0.25, -0.91], [-0.87, -1.23, 0.82], [0.85, 0.76, 0.83], [0.48, -0.08, 0.32], [1.27, 0.91, -0.32], [-0.05, -0.63, 0.19], [-0.53, -0.90, -0.31], [-0.67, 1.15, 0.28], [-0.65, 0.23, -0.08], [0.07, 0.58, -0.62], [1.08, 0.84, -0.64], [0.34, -0.33, -0.52], [1.15, -0.17, 1.04], [0.21, 0.01, -0.06], [-0.55, -0.37, -0.47], [0.01, -0.38, 0.56], [1.00, 0.67, 0.44], [0.93, 0.20, 0.16], [0.03, -0.22, -0.96], [-0.12, -0.17, -0.28], [0.36, 0.20, -0.55], [-1.12, 0.64, 0.09], [-0.65, 0.02, -0.12], [0.00, 0.63, 0.84], [-0.16, -0.19, -0.43], [0.25, 0.10, 0.75], [0.83, 0.14, 0.05], [0.14, -0.05, -0.28]]}

It is found that the ΔE to the lowest compared entry with this formula, charge and spin values, taken in the order of the records, are 1.395, 3.809, 3.172, 0.838 eV.